Record 1
Below is a structure of composition C39H36Cl2N8O8Tl, with properties calculated with wB97M-V/def2-TZVPD.

Geometry (Å):
Tl1 -0.2043 4.7521 23.3437
Cl1 -4.7435 -0.3994 24.4271
C1 -3.2116 0.2121 24.0002
C2 -2.5701 1.0939 24.8341
C3 -1.3483 1.6906 24.4237
N1 -0.5540 2.4148 25.2401
C4 -0.9704 2.8847 26.4646
O1 -2.0446 2.6806 27.0221
C5 0.0106 3.7547 27.1907
C6 -0.3800 4.1991 28.4827
C7 0.4613 5.0012 29.2253
C8 1.6597 5.4124 28.6303
C9 1.9553 4.9426 27.3393
N2 1.1348 4.1443 26.6565
C10 -0.8292 1.3804 23.1257
C11 -1.2471 0.1634 22.5529
C12 -2.5400 -0.2688 22.8124
Cl2 -3.3806 -1.2885 21.7325
N3 -0.0125 2.2558 22.4584
C13 0.7248 1.8459 21.3472
O2 0.8490 0.6705 21.0244
C14 1.4820 2.8728 20.6452
C15 2.7152 2.4607 20.0851
C16 3.4696 3.3712 19.3523
C17 2.9046 4.6246 19.1074
C18 1.6597 4.8996 19.6134
N4 0.9887 4.0813 20.4443
H1 -2.9377 1.3845 25.8107
H2 -1.3762 3.8783 28.7715
H3 0.1336 5.3427 30.2221
H4 2.3721 6.0668 29.1474
H5 2.8690 5.1921 26.8023
H6 -0.6184 -0.2951 21.7784
H7 3.0228 1.4342 20.2520
H8 4.4389 3.0609 18.9710
H9 3.3847 5.4262 18.5426
H10 1.1952 5.8539 19.4913
C19 -2.7490 9.9420 24.8676
C20 -1.7100 9.0374 24.1808
N5 -1.2971 7.9434 25.0230
C21 -0.6950 8.4598 26.2469
C22 -1.7217 9.3134 27.0196
N6 -3.0017 9.3954 26.2688
C23 -3.5208 7.9822 26.1388
C24 -2.4822 7.1603 25.4258
H11 -3.7098 9.9328 24.3163
H12 -2.3827 10.9833 24.9436
H13 -0.8004 9.5905 23.8873
H14 -2.0766 8.6150 23.2238
H15 0.3043 8.9492 26.0460
H16 -0.4420 7.5429 26.8284
H17 -1.3998 10.3382 27.2142
H18 -1.9521 8.8369 27.9886
H19 -3.6972 9.9624 26.7569
H20 -4.5061 7.9980 25.5831
H21 -3.7870 7.6385 27.1515
H22 -2.8839 6.6886 24.5305
H23 -2.1584 6.3288 26.0574
O3 3.9585 11.7771 21.3219
C25 4.4036 11.8041 22.6800
N7 4.5908 10.4612 23.2727
C26 3.4989 9.6595 23.3723
O4 2.3346 10.1151 23.2899
C27 3.7597 8.1808 23.5214
C28 4.9800 7.5435 23.3210
C29 5.0211 6.1745 23.3561
C30 3.8459 5.4453 23.6734
N8 2.6964 6.0361 23.8913
C31 2.6505 7.4035 23.8026
H24 2.9693 11.7083 21.3436
H25 3.7286 12.3624 23.3928
H26 5.3788 12.2681 22.5972
H27 5.5009 10.0485 23.1335
H28 5.8675 8.1576 23.1009
H29 5.9755 5.6868 23.1503
H30 3.8867 4.3507 23.7586
H31 1.7112 7.9202 23.9794
O5 -2.7700 5.9975 22.2367
C32 -2.2113 6.2140 21.1252
O6 -0.9643 6.3211 20.8719
C33 -3.1028 6.4448 19.9261
C34 -2.4957 6.4704 18.6492
C35 -3.2345 6.8333 17.5237
C36 -4.5703 7.1702 17.7400
O7 -5.4221 7.7881 16.8715
C37 -6.5906 8.1368 17.6533
O8 -6.4931 7.5459 18.9159
C38 -5.1976 7.0679 18.9903
C39 -4.5169 6.6794 20.1110
H32 -1.4101 6.2488 18.6078
H33 -2.7276 7.0080 16.5307
H34 -7.4678 7.7604 17.1487
H35 -6.5927 9.2341 17.7407
H36 -4.9993 6.7200 21.0887

The calculation puts the LUMO energy at -5.186 eV. The spin multiplicity is 1. The HOMO energy is -8.869 eV. As for the charge: +1.

Here are the Löwdin charges for atoms 1 to 2, given in e: 0.943 0.769


Record 2
Below is a structure of composition C39H36ClN3PdSi2, with properties calculated with wB97M-V/def2-TZVPD.

Geometry (Å):
C1 -1.5932 -0.2207 4.7816
C2 -2.2164 0.2658 3.5916
C3 -2.2564 -0.8209 2.6429
H1 -2.6389 1.2538 3.4247
C4 -1.6253 -1.9528 3.2632
C5 -1.2818 -1.5912 4.5953
H2 -0.9235 -2.2739 5.3628
H3 -1.4991 0.3312 5.7142
H4 -2.7430 -0.8163 1.6726
H5 -1.5259 -2.9310 2.7970
Pd1 -0.1508 -0.2022 2.6652
Si1 0.2149 -0.0420 0.3613
C6 -0.6801 1.4987 -0.2167
C7 -0.0319 2.4460 -1.0342
H6 1.0317 2.3263 -1.2568
C8 -0.7473 3.5118 -1.5906
H7 -0.2662 4.1640 -2.3219
C9 -2.0731 3.7419 -1.2170
H8 -2.6145 4.5997 -1.6189
C10 -2.6977 2.8688 -0.3230
H9 -3.7153 3.0600 0.0203
C11 -2.0216 1.7344 0.1427
H10 -2.5674 1.0383 0.7921
C12 -0.4938 -1.6252 -0.3404
C13 -1.6816 -1.6072 -1.0916
H11 -2.1475 -0.6532 -1.3545
C14 -2.3006 -2.8075 -1.4629
H12 -3.2530 -2.7701 -1.9910
C15 -1.7349 -4.0325 -1.1120
H13 -2.2450 -4.9617 -1.3650
C16 -0.5234 -4.0594 -0.4154
H14 -0.0818 -5.0128 -0.1245
C17 0.1060 -2.8649 -0.0500
H15 1.0585 -2.9042 0.4858
H16 1.6806 -0.0024 0.6645
Si2 1.9710 0.2299 -4.0135
C18 1.4812 -1.3780 -4.7895
C19 0.6078 -1.4016 -5.8871
H17 0.3247 -0.4682 -6.3856
C20 0.0503 -2.6094 -6.3195
H18 -0.6444 -2.6084 -7.1609
C21 0.3685 -3.8061 -5.6690
H19 -0.0769 -4.7452 -5.9990
C22 1.2645 -3.7931 -4.5958
H20 1.5259 -4.7194 -4.0807
C23 1.8277 -2.5908 -4.1696
H21 2.5137 -2.6097 -3.3190
C24 0.8710 1.5757 -4.6910
C25 -0.4833 1.7325 -4.3722
H22 -0.9552 1.0828 -3.6332
C26 -1.2354 2.7452 -4.9822
H23 -2.2814 2.8866 -4.6997
C27 -0.6533 3.5883 -5.9365
H24 -1.2386 4.3913 -6.3912
C28 0.6872 3.4045 -6.2965
H25 1.1384 4.0383 -7.0650
C29 1.4469 2.4182 -5.6627
H26 2.5006 2.2890 -5.9255
H27 3.3797 0.6590 -4.1977
Cl1 1.8852 -0.2506 -1.9927
N1 1.3415 0.5634 5.5175
C30 1.7771 -0.6858 5.0548
C31 2.6367 -1.4091 5.9113
C32 3.0167 -2.7013 5.5797
C33 2.4987 -3.2371 4.3929
C34 1.6783 -2.4673 3.5852
N2 1.3709 -1.1799 3.8844
C35 0.9366 1.7328 4.8575
C36 1.1196 2.9480 5.5530
C37 0.5636 4.1164 5.0616
C38 -0.1830 4.0265 3.8792
C39 -0.2685 2.8145 3.2100
N3 0.3325 1.6919 3.6710
H28 1.6404 0.7467 6.4704
H29 3.0053 -0.8844 6.7890
H30 3.7022 -3.2718 6.2002
H31 2.7315 -4.2468 4.0693
H32 1.2310 -2.8716 2.6706
H33 1.6974 2.9027 6.4725
H34 0.6857 5.0696 5.5724
H35 -0.7054 4.8777 3.4580
H36 -0.8454 2.7153 2.2833

The calculation puts the LUMO energy (spin up / spin down) at -6.136 / -10.317 eV. The spin multiplicity is 5. The expectation value of S² is 6.0602. For the energy relative to the best compared isomer or geometry (same formula, charge and spin), the calculation gives 0.0 kJ/mol. The HOMO energy (spin up / spin down) is -11.135 / -12.555 eV. As for the charge: +2.

Here are the Löwdin charges for atoms 1 to 2, given in e: -0.096 -0.138


Record 3
Below is a structure of composition C39H36N3O2S3Tb, with properties calculated with wB97M-V/def2-TZVPD.

Geometry (Å):
Tb1 0.1026 0.8352 -0.0056
O1 -0.9542 -0.9129 -0.8188
S1 -2.1603 -1.3668 -1.6945
C1 -1.6939 -0.7753 -3.3529
C2 -0.5261 -1.4904 -4.0944
C3 0.8686 -1.3864 -3.5125
C4 1.4673 -0.0179 -3.7963
S2 2.7320 0.4424 -2.5006
O2 1.8330 0.6283 -1.2409
C5 3.6321 -1.0778 -2.3192
C6 4.0836 -1.6090 -3.5094
C7 4.7901 -2.8248 -3.5071
C8 5.0791 -3.4794 -2.3087
C9 4.6323 -2.9341 -1.1044
C10 3.8540 -1.7576 -1.1005
C11 -1.8246 -3.0834 -1.9013
C12 -0.8988 -3.8305 -1.1476
C13 -0.7317 -5.1649 -1.4101
C14 -1.3819 -5.7970 -2.4500
C15 -2.3779 -5.1122 -3.1432
C16 -2.5780 -3.7479 -2.8919
H1 -1.4981 0.2939 -3.2371
H2 -2.6022 -0.9098 -3.9195
H3 -0.5003 -1.0116 -5.1013
H4 -0.7906 -2.5204 -4.2569
H5 1.4564 -2.1815 -3.9510
H6 0.8036 -1.5673 -2.4330
H7 0.7127 0.7552 -3.6433
H8 1.8835 0.1180 -4.8071
H9 3.9367 -1.0857 -4.4572
H10 5.0505 -3.2770 -4.4535
H11 5.6166 -4.4337 -2.3825
H12 4.9336 -3.4068 -0.1397
H13 3.4626 -1.3786 -0.1322
H14 -0.3568 -3.3458 -0.3160
H15 -0.0270 -5.7295 -0.7548
H16 -1.1919 -6.8473 -2.6494
H17 -2.9798 -5.5859 -3.9103
H18 -3.3473 -3.2472 -3.4277
S3 0.7406 0.8861 6.7521
C17 0.6840 0.7716 5.0184
C18 0.1871 -0.3543 4.3687
C19 0.1253 -0.3800 2.9769
N1 0.5847 0.6779 2.2444
C20 1.2302 1.6993 2.8633
C21 1.2189 1.8297 4.2250
C22 2.3474 0.2316 7.0874
C23 3.5110 0.8750 6.5958
C24 4.7515 0.2412 6.7437
N2 4.9057 -0.9434 7.3786
C25 3.8366 -1.5328 7.8899
C26 2.5345 -0.9986 7.7562
H19 -0.1615 -1.2426 4.8994
H20 -0.3204 -1.2475 2.4546
H21 1.6472 2.5043 2.2257
H22 1.5891 2.7615 4.6664
H23 3.4660 1.8777 6.1186
H24 5.6945 0.6815 6.3981
H25 4.0447 -2.4339 8.4837
H26 1.6293 -1.4777 8.1745
N3 -0.7842 2.8011 -0.0972
C27 -1.9473 3.2753 -0.2093
C28 -2.2110 4.4807 -1.0938
C29 -1.4113 4.6196 -2.2225
C30 -1.5725 5.6641 -3.1167
C31 -2.6219 6.5616 -2.9314
C32 -3.4525 6.4092 -1.7848
C33 -3.2733 5.3949 -0.8656
C34 -3.1362 2.5672 0.4591
C35 -2.9038 1.6676 1.5083
C36 -3.8671 0.7742 1.9113
C37 -5.1026 0.7325 1.2557
C38 -5.3889 1.6322 0.2494
C39 -4.4195 2.5558 -0.1773
H27 -0.6165 3.8997 -2.3813
H28 -0.8430 5.8617 -3.9334
H29 -2.7638 7.3781 -3.6103
H30 -4.1950 7.1923 -1.5850
H31 -3.8950 5.3118 0.0378
H32 -1.8895 1.5811 1.9099
H33 -3.6328 0.0722 2.7499
H34 -5.8615 0.0391 1.6275
H35 -6.3859 1.6355 -0.2633
H36 -4.5811 3.2899 -0.9757

The calculation puts the LUMO energy (spin up / spin down) at -5.707 / -5.520 eV. The spin multiplicity is 7. The expectation value of S² is 12.5939. The HOMO energy (spin up / spin down) is -12.799 / -12.863 eV. As for the charge: +2.

Here are the Löwdin charges for atoms 1 to 2, given in e: 1.573 -0.717


Record 4
Below is a structure of composition C39H37AsP2S4SiV, with properties calculated with wB97M-V/def2-TZVPD.

Geometry (Å):
V1 0.0232 0.8218 -0.7817
C1 1.9810 -1.6725 -2.4531
C2 0.4861 -1.9834 -2.3815
P1 -0.2972 -1.4592 -0.7944
C3 -2.0018 -2.0935 -1.1013
C4 -2.9025 -1.2162 -1.7017
C5 -4.1990 -1.6173 -1.9641
C6 -4.6149 -2.8932 -1.6196
C7 -3.7311 -3.7672 -1.0086
C8 -2.4292 -3.3729 -0.7506
C9 0.2203 -2.7542 0.3969
C10 -0.3170 -2.6076 1.6775
C11 -0.0736 -3.5446 2.6600
C12 0.7416 -4.6370 2.3882
C13 1.3046 -4.7772 1.1280
C14 1.0471 -3.8454 0.1361
C15 2.2868 -0.2639 -1.9471
P2 2.3822 -0.1836 -0.1102
C16 2.3009 1.6206 0.1959
C17 2.2599 2.0038 1.5476
C18 2.3647 3.3320 1.9058
C19 2.4834 4.3084 0.9286
C20 2.4936 3.9463 -0.4122
C21 2.4278 2.6166 -0.7809
C22 4.2204 -0.3182 0.0635
C23 5.1040 0.6145 -0.4818
C24 6.4662 0.4444 -0.3430
C25 6.9670 -0.6503 0.3485
C26 6.0946 -1.5775 0.8975
C27 4.7306 -1.4102 0.7595
H1 2.2808 -1.7178 -3.5035
H2 2.5755 -2.3987 -1.8862
H3 0.2611 -3.0360 -2.6015
H4 -0.0177 -1.3650 -3.1409
H5 -2.5698 -0.2145 -1.9582
H6 -4.8934 -0.9337 -2.4305
H7 -5.6289 -3.2102 -1.8201
H8 -4.0562 -4.7604 -0.7273
H9 -1.7509 -4.0644 -0.2679
H10 -0.9447 -1.7476 1.8777
H11 -0.5182 -3.4247 3.6394
H12 0.9273 -5.3812 3.1507
H13 1.9404 -5.6289 0.9159
H14 1.4776 -3.9916 -0.8439
H15 1.4783 0.4069 -2.2777
H16 3.2252 0.0898 -2.3870
H17 2.1494 1.2408 2.3139
H18 2.3543 3.6132 2.9513
H19 2.5720 5.3484 1.2127
H20 2.5496 4.7000 -1.1842
H21 2.4700 2.3854 -1.8416
H22 4.7281 1.4782 -1.0166
H23 7.1476 1.1656 -0.7765
H24 8.0354 -0.7776 0.4617
H25 6.4804 -2.4349 1.4337
H26 4.0381 -2.1283 1.1829
S1 1.4728 0.6222 -4.8726
As1 0.1512 2.2137 -4.3584
S2 1.2420 3.9402 -3.7796
S3 -1.0615 1.5848 -2.5559
S4 -1.1896 2.5953 -5.9469
C28 -5.0032 3.8431 -1.3317
C29 -3.8582 4.5747 -1.0672
C30 -2.8115 3.9997 -0.3709
C31 -2.8706 2.6829 0.0761
C32 -4.0186 1.9595 -0.2277
C33 -5.0724 2.5243 -0.9217
Si1 -1.3077 1.8919 0.8616
C34 -1.9304 0.8967 2.3851
C35 -2.7620 -0.2105 2.2415
C36 -3.2747 -0.8816 3.3382
C37 -2.9330 -0.4777 4.6189
C38 -2.0496 0.5762 4.7863
C39 -1.5633 1.2501 3.6793
H27 -5.8253 4.2925 -1.8733
H28 -3.7788 5.5944 -1.4221
H29 -1.9112 4.5757 -0.1943
H30 -4.0864 0.9238 0.0685
H31 -5.9494 1.9344 -1.1569
H32 -0.7887 3.1144 1.6191
H33 -3.0115 -0.5580 1.2457
H34 -3.9457 -1.7205 3.1972
H35 -3.3522 -0.9812 5.4807
H36 -1.7571 0.8804 5.7861
H37 -0.8847 2.0825 3.8171

The calculation puts the LUMO energy (spin up / spin down) at 3.787 / 3.784 eV. The spin multiplicity is 4. The expectation value of S² is 3.7864. The HOMO energy (spin up / spin down) is -0.760 / -0.759 eV. As for the charge: -2.

Here are the Löwdin charges for atoms 1 to 2, given in e: -0.079 -0.322


Record 5
Below is a structure of composition C39H37BF2N4O4S5Sr, with properties calculated with wB97M-V/def2-TZVPD.

Geometry (Å):
Sr1 -0.5463 0.0319 -0.1492
C1 0.7611 3.6575 -0.8315
C2 0.6590 3.3854 0.6295
N1 0.0135 2.3774 1.1373
C3 0.1139 2.3446 2.5128
C4 0.8507 3.3495 3.0520
S1 1.4396 4.3657 1.8058
C5 -0.5746 1.2658 3.2299
C6 -1.0037 1.2880 4.5177
S2 -1.7536 -0.1991 4.8968
C7 -1.4716 -0.7571 3.2995
N2 -0.8447 0.1006 2.5481
C8 -1.9451 -2.0863 2.8259
H1 -0.1500 3.3268 -1.3306
H2 1.6016 3.0924 -1.2393
H3 0.9151 4.7166 -1.0318
H4 1.0852 3.5204 4.0893
H5 -0.9315 2.0935 5.2288
H6 -2.1979 -2.7345 3.6623
H7 -1.1537 -2.5599 2.2463
H8 -2.8166 -1.9496 2.1832
O1 -0.5405 -2.4199 -0.4697
S3 -0.3379 -3.8501 -0.8785
C9 0.9533 -4.5257 0.1973
C10 2.1924 -3.6476 0.3534
C11 2.2288 -2.8380 1.6453
C12 2.5243 -3.6927 2.8686
S4 2.1705 -2.8394 4.4379
O2 0.7649 -2.3574 4.3206
C13 3.2484 -1.4378 4.1539
C14 2.7233 -0.2710 3.6272
C15 3.5789 0.7874 3.3549
C16 4.9356 0.6719 3.6225
C17 5.4469 -0.4971 4.1718
C18 4.5996 -1.5609 4.4442
C19 0.5789 -3.8028 -2.4089
C20 0.5779 -4.9387 -3.2054
C21 1.2760 -4.9236 -4.4036
C22 1.9502 -3.7751 -4.7954
C23 1.9302 -2.6408 -3.9950
C24 1.2404 -2.6465 -2.7928
H9 1.1694 -5.5011 -0.2453
H10 0.4449 -4.7065 1.1480
H11 2.2738 -2.9485 -0.4797
H12 3.0785 -4.2856 0.2922
H13 1.2739 -2.3239 1.7908
H14 2.9874 -2.0628 1.5444
H15 3.5669 -4.0186 2.9053
H16 1.8913 -4.5832 2.9157
H17 1.6624 -0.2146 3.4161
H18 3.1879 1.6903 2.9057
H19 5.5993 1.4966 3.3974
H20 6.5039 -0.5806 4.3879
H21 4.9860 -2.4761 4.8787
H22 0.0262 -5.8203 -2.8995
H23 1.2823 -5.8004 -5.0371
H24 2.4879 -3.7633 -5.7345
H25 2.4565 -1.7469 -4.3032
H26 1.2253 -1.7708 -2.1544
O3 -3.1615 -0.0379 0.5569
S5 -3.7709 0.6718 -0.5699
O4 -4.8956 0.0498 -1.2208
N3 -2.5353 0.9950 -1.4816
C25 -2.5919 1.5068 -2.7549
C26 -3.6980 2.0293 -3.3936
C27 -3.6081 2.5482 -4.6993
C28 -2.4276 2.5551 -5.3852
C29 -1.2699 2.0209 -4.7720
C30 -0.0143 1.9876 -5.4192
C31 1.0651 1.4551 -4.7783
C32 0.8912 0.9467 -3.4764
N4 -0.2532 0.9570 -2.8369
C33 -1.3427 1.4924 -3.4646
C34 -4.3670 2.2126 0.0906
C35 -3.4762 3.0541 0.7456
C36 -3.9286 4.2565 1.2610
C37 -5.2654 4.6140 1.1213
C38 -6.1475 3.7683 0.4670
C39 -5.6997 2.5600 -0.0533
H27 -4.6544 2.0252 -2.8895
H28 -4.5022 2.9486 -5.1607
H29 -2.3589 2.9555 -6.3888
H30 0.0723 2.3903 -6.4217
H31 2.0413 1.4191 -5.2427
H32 1.7359 0.5269 -2.9376
H33 -2.4376 2.7647 0.8466
H34 -3.2393 4.9168 1.7722
H35 -5.6173 5.5552 1.5240
H36 -7.1879 4.0468 0.3602
H37 -6.3691 1.8823 -0.5656
F1 3.3490 -0.6738 -0.7789
B1 2.4032 0.2171 -0.3250
F2 3.0661 1.3739 0.0116

The calculation puts the LUMO energy at 0.357 eV. The spin multiplicity is 1. For the energy relative to the best compared isomer or geometry (same formula, charge and spin), the calculation gives 216.9 kJ/mol. The HOMO energy is -6.743 eV.

Here are the Löwdin charges for atoms 1 to 2, given in e: 1.264 -0.055


Number 1: energy -99057.3580 eV. Number 2: energy -77237.1827 eV. Number 3: energy -104517.4844 eV. Number 4: energy -197368.0716 eV. Number 5: energy -116322.7300 eV.